Formula: C4H6Br2O
Source: the Open Molecules 2025 dataset
Level of theory: ωB97M-V/def2-TZVPD

Structure (XYZ):
```
13
Properties=species:S:1:pos:R:3:forces:R:3
C 0.170 0.010 -1.117 -0.14 -0.17 -1.77
C 0.090 -0.240 1.972 0.88 -0.91 -4.69
C -0.520 -1.218 -1.809 3.42 0.98 0.81
C 0.986 0.833 1.953 2.85 0.58 2.04
O -0.602 -0.846 2.641 -2.56 -1.78 3.56
Br -0.784 1.683 -1.195 0.51 -0.81 0.09
Br 2.104 0.161 -1.401 -1.30 -0.15 0.17
H -1.524 -1.026 -2.036 -1.44 0.06 -0.03
H -0.296 -2.045 -1.145 -0.68 -0.32 0.37
H 0.055 -1.506 -2.703 -0.33 0.46 -0.05
H 0.446 1.701 1.681 -0.06 1.11 -0.44
H 1.952 0.642 1.476 -0.80 0.07 -1.23
H 1.420 0.875 2.946 -0.34 0.88 1.17
```
Forces are in eV/Å.

Properties
Spin multiplicity: 3
Frontier orbital gap (spin up / spin down) (eV): 6.66 / 9.73

Formula: C2H3Br2OP
Source: the Open Molecules 2025 dataset
Level of theory: ωB97M-V/def2-TZVPD

Structure (XYZ):
```
9
Properties=species:S:1:pos:R:3:forces:R:3
C 0.291 -0.579 -0.480 -0.52 3.03 -1.63
C -0.721 0.578 -0.281 -0.59 -2.88 3.28
O 2.036 -0.839 1.601 1.49 -4.00 5.11
P 1.786 0.091 0.568 -0.98 2.13 -5.84
Br -2.593 -0.020 -0.303 0.56 0.12 -0.20
Br -0.342 1.389 1.536 -1.15 0.30 0.17
H -0.266 -1.454 -0.250 0.50 -1.15 0.92
H 0.496 -0.587 -1.572 0.31 -0.15 0.68
H -0.686 1.421 -0.819 0.39 2.62 -2.49
```
Forces are in eV/Å.

Properties
Spin multiplicity: 3
Frontier orbital gap (spin up / spin down) (eV): 6.47 / 7.55

Formula: C20H29N5O2S
Source: the Open Molecules 2025 dataset
Level of theory: ωB97M-V/def2-TZVPD

Structure (XYZ):
```
57
Properties=species:S:1:pos:R:3:forces:R:3
C -5.055 -0.663 1.704 0.17 -0.08 0.04
H -4.877 0.377 1.445 -0.03 0.09 -0.02
C -3.853 -1.530 1.349 -0.16 0.01 -0.19
C -3.612 -1.639 -0.157 0.19 0.19 0.19
C -3.237 -0.327 -0.842 -0.75 -0.42 -0.22
N -1.956 0.202 -0.392 0.57 0.15 -0.06
C -1.857 1.467 0.070 -0.08 0.26 0.22
N -0.629 2.030 0.302 0.07 0.10 -0.02
C 0.581 1.845 -0.394 0.50 -0.06 -0.29
C 0.582 1.501 -1.741 0.07 0.25 0.03
C 1.782 1.296 -2.393 -0.13 0.01 0.00
C 2.974 1.474 -1.716 0.07 0.02 0.07
C 2.990 1.881 -0.388 0.01 -0.06 -0.18
C 1.783 2.057 0.291 -0.26 -0.07 0.01
C 1.753 2.516 1.722 0.04 -0.04 -0.12
H 2.643 2.203 2.260 0.06 0.01 0.08
H 0.877 2.130 2.241 -0.01 0.01 0.07
H 1.711 3.605 1.762 0.00 0.10 0.13
C 4.303 2.138 0.290 -0.07 -0.01 -0.03
H 4.462 1.449 1.119 0.06 -0.03 0.12
H 4.339 3.153 0.684 0.09 0.06 0.09
H 5.121 2.014 -0.414 0.08 0.00 -0.01
H 3.909 1.320 -2.233 0.12 0.00 -0.05
H 1.782 1.016 -3.435 -0.01 -0.04 -0.12
H -0.352 1.416 -2.274 -0.12 -0.07 -0.05
H -0.716 2.917 0.783 -0.16 -0.21 -0.08
S -3.170 2.364 0.559 -0.42 0.50 0.19
C -0.837 -0.657 -0.543 0.09 -0.18 0.16
C -0.048 -0.987 0.535 -0.60 -0.02 -0.27
N -0.338 -0.556 1.795 0.11 -0.19 -0.14
H 0.403 -0.477 2.468 0.00 0.01 0.01
H -1.077 0.123 1.873 0.06 0.01 0.05
N 1.033 -1.820 0.384 -0.02 0.04 0.14
C 1.405 -2.333 -0.850 -0.16 0.11 -0.09
O 2.387 -3.023 -0.992 0.30 -0.19 -0.05
N 0.566 -2.020 -1.878 -0.03 -0.15 -0.43
C -0.559 -1.198 -1.851 0.25 -0.10 0.51
O -1.181 -0.999 -2.874 -0.07 0.13 -0.22
H 0.819 -2.394 -2.786 -0.02 0.06 0.18
C 1.864 -2.214 1.512 0.44 0.04 0.13
C 2.963 -1.191 1.801 -0.04 -0.26 0.14
C 3.798 -1.612 3.004 -0.10 0.12 -0.19
H 3.180 -1.688 3.897 -0.02 -0.03 0.14
H 4.585 -0.887 3.194 0.09 0.02 0.08
H 4.260 -2.578 2.824 0.09 -0.13 0.04
H 3.598 -1.116 0.917 -0.06 0.08 -0.07
H 2.526 -0.207 1.977 -0.02 0.10 -0.07
H 2.331 -3.161 1.231 -0.15 0.12 0.13
H 1.230 -2.387 2.385 0.01 -0.02 -0.06
H -3.172 -0.497 -1.921 0.00 0.09 0.16
H -3.991 0.436 -0.649 0.13 -0.10 -0.06
H -2.824 -2.374 -0.342 -0.06 -0.08 -0.08
H -4.522 -2.005 -0.636 -0.01 -0.06 -0.08
H -2.961 -1.133 1.837 0.05 -0.07 0.06
H -4.014 -2.539 1.738 0.11 0.00 0.06
H -5.251 -0.713 2.773 -0.09 0.03 0.10
H -5.942 -1.006 1.177 -0.16 -0.05 -0.04
```
Forces are in eV/Å.

Properties
SMILES string: CCCCN(C(=S)Nc1cccc(C)c1C)c1c(N)n(CCC)c(=O)[nH]c1=O
Frontier orbital gap (eV): 8.36

Formula: C8H22BN2
Source: the Open Molecules 2025 dataset
Level of theory: ωB97M-V/def2-TZVPD

Structure (XYZ):
```
33
Properties=species:S:1:pos:R:3:forces:R:3
B 2.379 0.942 -0.028 1.73 1.05 -1.45
C 2.337 -1.706 -0.571 -1.87 -0.66 1.14
C 1.525 -0.979 2.089 -0.26 -1.61 1.12
C -3.682 -0.173 -0.346 0.98 2.31 2.61
C -1.355 -1.208 -0.882 0.27 -0.28 -1.93
C 0.287 2.042 -0.832 -2.15 -1.14 -2.02
C -1.036 2.140 -0.003 -0.43 0.93 0.39
C 2.479 -1.114 0.848 -1.51 1.05 -0.41
C -2.219 0.039 -0.662 1.43 1.56 -0.14
N 1.086 1.083 -0.093 -0.52 1.07 -0.72
N -1.454 0.778 0.362 0.22 1.26 0.53
H 3.296 1.488 -0.550 0.01 -0.31 0.24
H 2.821 0.063 0.743 0.91 -1.16 1.01
H 3.320 -1.857 -0.923 1.01 -0.03 -0.75
H 1.879 -2.700 -0.468 0.21 0.07 0.14
H 1.688 -1.209 -1.299 0.38 0.22 0.41
H 2.173 -0.378 2.790 -1.11 -0.43 -0.44
H 1.440 -2.036 2.625 0.13 2.09 -1.34
H 0.442 -0.554 2.033 2.15 -0.74 -0.32
H -3.842 -0.627 0.653 -0.02 -0.08 -0.74
H -4.234 0.796 -0.375 0.50 -0.55 0.23
H -4.028 -0.701 -1.132 -1.68 -2.27 -2.20
H -0.951 -1.457 0.100 -0.24 -0.67 -0.16
H -0.439 -1.035 -1.572 -1.53 0.09 1.07
H -1.937 -2.008 -1.384 0.46 0.12 0.61
H -0.189 1.568 -1.829 1.88 0.75 1.75
H 0.888 2.933 -1.101 -0.80 -0.36 0.39
H -1.840 2.679 -0.581 0.90 -0.41 0.46
H -0.824 2.727 0.901 -0.25 -0.19 -0.06
H 3.416 -1.471 1.210 0.78 0.01 0.50
H -2.188 0.763 -1.530 -0.03 -1.15 0.40
H 0.495 0.515 0.467 -1.22 -0.84 0.38
H -1.734 0.656 1.339 -0.33 0.30 -0.71
```
Forces are in eV/Å.

Properties
Charge: +1
Frontier orbital gap (eV): 8.75

Formula: C7H24CoN7O5
Source: the Open Molecules 2025 dataset
Level of theory: ωB97M-V/def2-TZVPD

Structure (XYZ):
```
44
Properties=species:S:1:pos:R:3:forces:R:3
Co 0.651 -0.312 -0.278 -0.15 -1.37 0.59
O 2.145 -1.505 -0.330 0.20 0.48 0.22
H 2.770 -2.222 -0.426 -0.40 0.05 -0.04
C 2.899 2.367 2.295 1.42 -0.14 -0.32
C 1.992 1.966 1.150 -0.58 0.00 0.88
C 2.754 1.664 -0.113 0.43 -0.17 -0.09
O 1.841 1.142 -1.059 0.25 0.11 -0.34
C 2.427 0.769 -2.310 -0.77 0.38 -0.53
N 1.138 0.779 1.579 1.01 1.34 -0.58
H 3.636 1.577 2.499 -0.36 -0.20 0.07
H 2.380 2.587 3.223 -0.17 0.15 -0.06
H 3.565 3.192 2.018 -0.44 0.26 0.09
H 1.297 2.791 0.978 -0.08 -0.12 -0.28
H 3.556 0.947 0.103 -0.18 -0.22 -0.14
H 3.226 2.552 -0.543 -0.09 0.17 0.21
H 3.358 0.222 -2.219 0.10 0.06 0.26
H 2.505 1.677 -2.916 0.43 -0.04 0.04
H 1.691 0.135 -2.802 0.13 -0.13 0.06
H 0.417 1.241 2.122 -0.26 -0.49 0.06
H 1.709 0.253 2.235 -0.15 -0.33 -0.13
C -2.060 1.690 -0.461 -0.65 0.91 0.15
O -0.968 1.140 -0.453 0.13 -0.24 0.19
N -2.548 2.373 0.619 0.15 -0.34 -0.43
N -2.837 1.728 -1.574 0.32 -0.53 -0.31
H -3.478 2.754 0.615 0.03 -0.02 0.15
H -2.047 2.287 1.481 -0.04 0.11 0.09
H -3.677 2.256 -1.724 0.04 0.08 0.32
H -2.451 1.235 -2.357 -0.02 0.09 -0.13
C -1.258 -2.161 -2.287 -0.18 -0.19 0.16
O -0.397 -1.395 -1.885 0.14 0.76 -0.17
N -2.040 -1.891 -3.378 0.01 -0.48 0.34
N -1.505 -3.347 -1.667 -0.28 0.09 -0.32
H -2.747 -2.557 -3.638 -0.06 0.20 -0.12
H -2.142 -0.946 -3.691 0.18 0.04 -0.08
H -2.197 -3.977 -2.031 0.12 -0.12 0.10
H -0.842 -3.679 -0.994 0.16 0.07 -0.03
C -1.331 -1.956 1.866 0.25 0.04 0.67
O -0.493 -1.531 1.087 -0.54 -0.20 -0.18
N -2.097 -1.153 2.661 -0.25 -0.30 0.13
N -1.574 -3.299 2.026 0.10 -0.30 -0.32
H -1.808 -0.223 2.895 0.16 0.02 -0.23
H -2.753 -1.588 3.288 0.00 0.08 0.00
H -0.991 -3.888 1.455 0.12 0.09 -0.04
H -1.716 -3.693 2.942 -0.23 0.28 0.07
```
Forces are in eV/Å.

Properties
Spin multiplicity: 4
Charge: +1
Frontier orbital gap (spin up / spin down) (eV): 8.44 / 8.04

Formula: C43H34AsBrN7O3RuS2Se
Source: the Open Molecules 2025 dataset
Level of theory: ωB97M-V/def2-TZVPD

Structure (XYZ):
```
93
Properties=species:S:1:pos:R:3:forces:R:3
Ru -1.030 -0.641 -0.845 -0.08 0.09 0.16
S -3.315 -0.570 -0.651 0.15 0.00 0.00
C -3.787 -0.321 1.034 -0.01 0.01 0.03
C -5.147 -0.212 1.346 0.01 0.00 -0.01
C -5.551 0.020 2.648 0.00 0.00 0.01
C -4.612 0.155 3.667 0.00 0.00 -0.01
C -3.266 0.040 3.369 0.00 0.00 0.00
C -2.854 -0.215 2.063 -0.01 0.00 -0.02
As -0.998 -0.351 1.553 0.03 -0.13 -0.08
C -0.250 -1.758 2.648 0.01 0.02 0.00
C 1.067 -2.126 2.386 0.02 -0.01 0.00
C 1.656 -3.156 3.104 0.02 0.02 -0.01
C 0.929 -3.830 4.075 0.01 0.00 0.01
C -0.387 -3.470 4.331 0.00 0.00 -0.01
C -0.978 -2.435 3.619 -0.01 0.00 0.00
C -0.312 1.264 2.385 0.00 0.02 -0.03
C -1.041 2.440 2.231 0.00 0.00 -0.01
C -0.542 3.641 2.714 0.00 0.01 -0.01
C 0.689 3.672 3.357 0.00 0.00 0.00
C 1.411 2.498 3.521 0.00 -0.01 0.00
C 0.914 1.296 3.034 -0.01 -0.01 0.01
H -5.879 -0.303 0.553 0.00 0.00 0.00
H -6.607 0.106 2.871 0.00 0.00 0.00
H -4.931 0.353 4.682 0.00 0.00 0.00
H -2.525 0.162 4.151 0.00 0.00 0.00
H 1.638 -1.616 1.616 0.02 0.01 -0.01
H 2.681 -3.430 2.892 0.01 0.01 0.01
H 1.385 -4.642 4.628 0.00 0.00 0.00
H -0.960 -4.000 5.081 0.00 0.00 0.00
H -2.011 -2.177 3.810 0.00 0.00 0.00
H -2.007 2.419 1.737 0.00 0.00 -0.01
H -1.118 4.551 2.596 0.00 0.00 0.00
H 1.081 4.607 3.736 0.00 0.00 0.00
H 2.371 2.517 4.022 0.01 0.00 0.00
H 1.494 0.389 3.153 0.01 0.00 0.00
S 0.494 -4.803 -0.200 0.00 0.00 0.01
C -1.115 -4.767 0.387 0.01 0.00 0.00
C -1.711 -3.556 0.209 -0.01 0.01 0.00
C -0.859 -2.602 -0.426 0.00 -0.03 0.02
C 0.367 -3.159 -0.696 0.01 0.01 0.01
C 1.358 -2.366 -1.374 0.00 -0.04 -0.01
C 2.560 -2.835 -1.904 0.00 -0.01 0.03
C 3.318 -1.995 -2.690 0.00 0.01 -0.02
C 2.857 -0.707 -2.944 0.02 -0.03 0.00
C 1.682 -0.295 -2.346 0.05 0.08 0.06
N 0.965 -1.085 -1.545 0.03 -0.01 0.04
H -1.539 -5.651 0.837 0.00 0.00 0.00
H -2.729 -3.348 0.510 0.00 0.00 0.00
H 2.859 -3.857 -1.720 0.00 0.00 0.00
H 4.245 -2.344 -3.126 0.00 0.00 0.00
H 3.387 -0.033 -3.602 0.00 0.00 0.01
H 1.271 0.686 -2.536 0.03 -0.05 0.02
Br -2.665 1.810 -5.909 -0.01 0.02 0.00
C -2.061 0.031 -6.199 0.01 -0.03 0.01
C -2.283 -0.499 -7.461 -0.01 0.01 0.00
C -1.907 -1.804 -7.736 0.01 0.00 0.00
C -1.332 -2.582 -6.742 -0.01 0.00 0.00
C -1.136 -2.047 -5.480 0.00 0.01 -0.01
C -1.479 -0.728 -5.190 0.10 -0.03 0.00
C -1.159 -0.198 -3.811 -0.33 0.08 0.03
O -1.416 -1.036 -2.877 0.01 0.13 -0.04
O -0.705 0.937 -3.683 0.06 0.04 -0.04
H -2.753 0.111 -8.220 0.00 0.00 0.00
H -2.076 -2.211 -8.724 0.00 0.00 0.00
H -1.047 -3.606 -6.946 0.00 0.00 0.00
H -0.714 -2.645 -4.683 0.00 0.00 0.00
C -1.033 4.950 -2.046 -0.02 0.01 0.01
N -0.597 3.766 -1.346 -0.01 -0.04 -0.03
C 0.757 3.548 -0.893 -0.01 0.00 0.04
C 0.710 2.082 -0.484 0.05 0.00 -0.08
O 1.623 1.484 0.037 0.00 -0.01 0.04
N -0.516 1.568 -0.842 -0.13 0.00 -0.05
C -1.240 2.582 -1.335 0.15 0.00 0.01
N -2.507 2.462 -1.705 -0.05 -0.09 -0.08
H -0.513 5.813 -1.632 0.01 0.00 -0.01
H -2.099 5.112 -1.891 0.00 0.00 0.01
H -0.828 4.893 -3.118 0.00 -0.01 0.00
H 1.021 4.176 -0.041 -0.01 0.01 0.00
H 1.491 3.688 -1.693 0.00 -0.01 0.01
H -2.902 1.525 -1.703 -0.01 0.01 0.04
H -2.918 3.144 -2.317 0.00 0.00 -0.02
Se 4.648 1.005 -0.653 -0.01 0.00 -0.04
N 5.175 2.145 0.592 0.00 -0.01 0.00
C 4.980 1.532 1.744 -0.01 0.00 0.01
C 5.273 2.083 3.028 -0.01 0.00 -0.01
C 5.028 1.305 4.107 -0.01 0.00 0.00
C 4.492 -0.018 3.932 -0.01 0.00 0.02
N 4.213 -0.570 2.794 -0.07 -0.04 0.00
C 4.447 0.190 1.678 -0.02 0.02 0.02
N 4.201 -0.276 0.468 0.03 -0.01 -0.02
H 5.677 3.083 3.103 0.00 0.00 0.00
H 5.227 1.655 5.111 0.00 0.00 0.00
H 4.299 -0.617 4.818 0.01 0.00 0.00
```
Forces are in eV/Å.

Properties
Spin multiplicity: 2
Frontier orbital gap (spin up / spin down) (eV): 6.55 / 6.52

Formula: C4H6O5
Source: the Open Molecules 2025 dataset
Level of theory: ωB97M-V/def2-TZVPD

Structure (XYZ):
```
15
Properties=species:S:1:pos:R:3:forces:R:3
C 0.831 -0.243 1.312 -0.01 1.08 -0.99
C -0.256 -0.013 0.261 -0.61 -0.07 -1.43
C 0.146 1.084 -0.755 0.07 -0.04 -0.86
C -0.405 -1.376 -0.465 -1.08 -0.05 0.76
H 1.792 -0.520 0.848 -0.33 0.34 0.05
H 0.891 0.712 1.821 0.39 -0.20 0.67
H 0.523 -1.069 1.899 -0.31 -0.52 1.01
H -2.006 -0.449 0.903 -0.06 0.01 0.04
H -0.392 2.815 -1.201 0.28 0.18 -0.01
H 0.859 -0.751 -1.635 0.78 1.16 -0.79
O -1.553 0.392 0.732 1.30 -0.84 0.33
O -0.454 2.220 -0.441 0.14 0.17 -0.28
O 0.836 0.947 -1.770 -0.74 0.08 1.75
O 0.389 -1.568 -1.491 -0.56 -1.82 0.33
O -1.201 -2.179 -0.020 0.74 0.52 -0.60
```
Forces are in eV/Å.

Properties
SMILES string: CC(O)(C(=O)O)C(=O)O
Frontier orbital gap (eV): 11.15

What did the third record say?
Formula: C20H29N5O2S
Source: the Open Molecules 2025 dataset
Level of theory: ωB97M-V/def2-TZVPD

Structure (XYZ):
```
57
Properties=species:S:1:pos:R:3:forces:R:3
C -5.055 -0.663 1.704 0.17 -0.08 0.04
H -4.877 0.377 1.445 -0.03 0.09 -0.02
C -3.853 -1.530 1.349 -0.16 0.01 -0.19
C -3.612 -1.639 -0.157 0.19 0.19 0.19
C -3.237 -0.327 -0.842 -0.75 -0.42 -0.22
N -1.956 0.202 -0.392 0.57 0.15 -0.06
C -1.857 1.467 0.070 -0.08 0.26 0.22
N -0.629 2.030 0.302 0.07 0.10 -0.02
C 0.581 1.845 -0.394 0.50 -0.06 -0.29
C 0.582 1.501 -1.741 0.07 0.25 0.03
C 1.782 1.296 -2.393 -0.13 0.01 0.00
C 2.974 1.474 -1.716 0.07 0.02 0.07
C 2.990 1.881 -0.388 0.01 -0.06 -0.18
C 1.783 2.057 0.291 -0.26 -0.07 0.01
C 1.753 2.516 1.722 0.04 -0.04 -0.12
H 2.643 2.203 2.260 0.06 0.01 0.08
H 0.877 2.130 2.241 -0.01 0.01 0.07
H 1.711 3.605 1.762 0.00 0.10 0.13
C 4.303 2.138 0.290 -0.07 -0.01 -0.03
H 4.462 1.449 1.119 0.06 -0.03 0.12
H 4.339 3.153 0.684 0.09 0.06 0.09
H 5.121 2.014 -0.414 0.08 0.00 -0.01
H 3.909 1.320 -2.233 0.12 0.00 -0.05
H 1.782 1.016 -3.435 -0.01 -0.04 -0.12
H -0.352 1.416 -2.274 -0.12 -0.07 -0.05
H -0.716 2.917 0.783 -0.16 -0.21 -0.08
S -3.170 2.364 0.559 -0.42 0.50 0.19
C -0.837 -0.657 -0.543 0.09 -0.18 0.16
C -0.048 -0.987 0.535 -0.60 -0.02 -0.27
N -0.338 -0.556 1.795 0.11 -0.19 -0.14
H 0.403 -0.477 2.468 0.00 0.01 0.01
H -1.077 0.123 1.873 0.06 0.01 0.05
N 1.033 -1.820 0.384 -0.02 0.04 0.14
C 1.405 -2.333 -0.850 -0.16 0.11 -0.09
O 2.387 -3.023 -0.992 0.30 -0.19 -0.05
N 0.566 -2.020 -1.878 -0.03 -0.15 -0.43
C -0.559 -1.198 -1.851 0.25 -0.10 0.51
O -1.181 -0.999 -2.874 -0.07 0.13 -0.22
H 0.819 -2.394 -2.786 -0.02 0.06 0.18
C 1.864 -2.214 1.512 0.44 0.04 0.13
C 2.963 -1.191 1.801 -0.04 -0.26 0.14
C 3.798 -1.612 3.004 -0.10 0.12 -0.19
H 3.180 -1.688 3.897 -0.02 -0.03 0.14
H 4.585 -0.887 3.194 0.09 0.02 0.08
H 4.260 -2.578 2.824 0.09 -0.13 0.04
H 3.598 -1.116 0.917 -0.06 0.08 -0.07
H 2.526 -0.207 1.977 -0.02 0.10 -0.07
H 2.331 -3.161 1.231 -0.15 0.12 0.13
H 1.230 -2.387 2.385 0.01 -0.02 -0.06
H -3.172 -0.497 -1.921 0.00 0.09 0.16
H -3.991 0.436 -0.649 0.13 -0.10 -0.06
H -2.824 -2.374 -0.342 -0.06 -0.08 -0.08
H -4.522 -2.005 -0.636 -0.01 -0.06 -0.08
H -2.961 -1.133 1.837 0.05 -0.07 0.06
H -4.014 -2.539 1.738 0.11 0.00 0.06
H -5.251 -0.713 2.773 -0.09 0.03 0.10
H -5.942 -1.006 1.177 -0.16 -0.05 -0.04
```
Forces are in eV/Å.

Properties
SMILES string: CCCCN(C(=S)Nc1cccc(C)c1C)c1c(N)n(CCC)c(=O)[nH]c1=O
Frontier orbital gap (eV): 8.36